Below is a structure of composition C27H68CuN5O11 in a non-equilibrium geometry, with properties calculated with ωB97M-V/def2-TZVPD.

Structure (XYZ):
```
112
Properties=species:S:1:pos:R:3
Cu -2.02 -2.58 0.20
O 0.60 0.71 -1.07
C 0.27 -0.20 -0.18
O 0.50 0.06 1.00
O -0.35 -1.21 -0.49
H 1.02 1.29 -0.43
C 3.94 -1.24 -1.43
O 3.08 -2.31 -1.87
C 2.72 -2.30 -3.27
C 1.27 -2.82 -3.45
N 1.20 -4.27 -3.20
C 1.70 -5.18 -4.23
C 1.66 -6.65 -3.73
O 2.32 -6.85 -2.49
C 2.66 -8.16 -2.22
H 3.92 -1.13 -0.34
H 3.47 -0.37 -1.89
H 4.97 -1.32 -1.77
H 3.50 -2.73 -3.91
H 2.58 -1.29 -3.65
H 0.93 -2.60 -4.46
H 0.50 -2.44 -2.77
H 1.73 -4.49 -2.38
H 2.76 -5.00 -4.39
H 1.16 -5.05 -5.17
H 2.20 -7.23 -4.48
H 0.60 -6.91 -3.72
H 1.83 -8.87 -2.16
H 3.14 -8.14 -1.24
H 3.34 -8.55 -2.98
C -2.70 -2.49 -5.22
O -2.80 -1.12 -5.54
C -1.71 -0.31 -5.04
C -1.96 0.13 -3.58
N -2.93 1.16 -3.38
C -2.58 1.87 -2.19
C -3.76 2.80 -1.77
O -4.62 2.11 -0.85
C -5.70 2.94 -0.44
H -2.70 -2.57 -4.13
H -1.77 -2.91 -5.59
H -3.54 -3.09 -5.58
H -1.62 0.62 -5.61
H -0.77 -0.86 -5.13
H -0.99 0.45 -3.20
H -2.10 -0.73 -2.93
H -3.90 0.92 -3.25
H -1.72 2.50 -2.39
H -2.33 1.16 -1.39
H -4.27 3.12 -2.68
H -3.39 3.69 -1.25
H -5.90 2.81 0.63
H -6.64 2.69 -0.93
H -5.55 4.01 -0.60
C -2.57 2.83 1.91
O -2.38 1.50 2.33
C -3.34 0.58 1.85
C -3.06 -0.80 2.55
N -1.78 -1.39 2.13
C -1.34 -2.39 3.13
C -0.08 -3.05 2.58
O -0.36 -3.76 1.33
C 0.82 -4.28 0.74
H -2.58 2.77 0.82
H -1.76 3.52 2.14
H -3.56 3.22 2.16
H -3.37 0.61 0.76
H -4.30 0.88 2.25
H -3.89 -1.50 2.49
H -2.86 -0.54 3.59
H -1.11 -0.63 2.15
H -2.16 -3.05 3.41
H -1.03 -1.80 3.99
H 0.43 -3.74 3.26
H 0.63 -2.23 2.51
H 1.34 -4.83 1.52
H 1.53 -3.55 0.35
H 0.59 -5.07 0.02
C 0.45 0.53 4.88
C 0.94 1.92 4.35
C 2.43 2.06 4.55
O 2.88 2.28 5.91
C 4.26 2.44 6.11
N 0.56 2.07 2.99
H 0.72 -0.26 4.18
H -0.63 0.47 4.98
H 0.94 0.39 5.85
H 0.46 2.78 4.83
H 2.84 2.88 3.95
H 2.97 1.19 4.16
H 4.37 2.51 7.19
H 4.52 3.38 5.63
H 4.80 1.55 5.77
H -0.36 1.68 2.92
H 1.20 1.36 2.65
C 0.19 3.89 -0.45
C 1.60 4.27 0.09
C 1.68 5.35 1.21
O 1.23 6.62 0.69
C 1.21 7.53 1.75
N 2.10 2.99 0.56
H -0.30 3.29 0.31
H 0.22 3.30 -1.37
H -0.38 4.80 -0.64
H 2.28 4.59 -0.71
H 2.70 5.40 1.60
H 0.92 5.08 1.94
H 1.07 8.55 1.37
H 2.14 7.58 2.32
H 0.36 7.35 2.40
H 1.49 2.71 1.31
H 3.03 3.05 0.96
```

Spin multiplicity ... 3
E_HOMO (spin up / spin down) ... -6.9 / -8.2 eV